Entry 1:
Formula: C6H10O2
Source: the OMol25 dataset
Level of theory: ωB97M-V/def2-TZVPD

Element x y z (Å)
O -2.6689 -0.8729 -0.3014
O 0.9892 0.1282 -1.4340
C 0.2081 1.5828 0.1592
C -0.2606 0.0249 0.4680
C -1.8019 0.1791 -0.1375
C 0.8779 -0.7891 0.9828
C -0.4058 -0.2340 -0.9997
C 1.6620 -0.9412 -0.3781
H 2.7491 -0.5574 -0.2286
H 0.6364 1.9625 -0.9802
H 0.6506 -1.6517 1.7715
H -0.5902 2.5534 0.6041
H -2.3244 1.4101 -0.0332
H -3.5961 -0.4984 0.0778
H 1.8033 -1.9794 -0.6140
H 1.3506 -0.1454 1.6898
H -0.6007 -1.3957 -1.2528
H 1.3215 1.2241 0.6063

## Properties
Net charge = 0
HOMO energy = -9.17 eV
Kohn-Sham gap = 9.69 eV
Energy relative to the best compared isomer or geometry (same formula, charge and spin) = 1018.08 kJ/mol

Atomic partial charges in e from the Mulliken method, atoms 1 to 8:
1 O -0.477
2 O -0.453
3 C -0.872
4 C 0.665
5 C -0.069
6 C -0.941
7 C -0.269
8 C -0.439

---

Entry 2:
Formula: C9H9NO3P
Source: the OMol25 dataset
Level of theory: ωB97M-V/def2-TZVPD

Element x y z (Å)
P 2.7663 1.1602 0.4665
O 1.3146 -3.3533 -0.4933
O 3.7998 0.0651 0.2835
O 2.3948 1.6601 -1.1671
N 1.5953 -1.1368 0.0248
C -1.0859 -0.6142 -0.0221
C -2.7635 1.0991 -0.3580
C -2.4445 -0.2064 -0.2673
C -0.5379 1.8331 0.1413
C -0.1589 0.5077 0.0927
C 1.1974 0.0610 0.4241
C -0.5925 -2.0071 0.2920
C 0.7914 -2.2676 -0.1340
C -1.9045 2.1613 0.0029
H -2.1567 3.1665 -0.1559
H -3.8266 1.3061 -0.4470
H -3.1621 -0.8674 -0.6787
H 2.7284 -1.1911 -0.0301
H 0.5657 -0.7116 2.2227
H -0.7978 -2.0459 1.4257
H 0.1182 2.6554 0.2017
H 3.3102 1.5463 -1.7019
H -1.1510 -2.8207 -0.1226

## Properties
Net charge = -1
HOMO energy (alpha / beta) = -3.92 / -3.93 eV
Kohn-Sham gap (alpha / beta) = 7.13 / 7.14 eV
Energy relative to the best compared isomer or geometry (same formula, charge and spin) = 140.42 kJ/mol

Atomic partial charges in e from the Mulliken method, atoms 1 to 8:
1 P -0.084
2 O -0.711
3 O -0.708
4 O -0.521
5 N 0.198
6 C 0.257
7 C -0.485
8 C -0.624

---

Entry 3:
Formula: C16H20N2O5S
Source: the OMol25 dataset
Level of theory: ωB97M-V/def2-TZVPD

Element x y z (Å)
S 1.1526 -0.3989 -1.7846
O 3.4196 1.6829 3.2336
O -2.9576 -3.3162 0.1168
O 1.9968 -0.1037 -2.9007
O -0.2345 0.0012 -1.8661
O -5.1730 0.9555 -0.0681
N 1.3019 -2.0437 -1.5144
N -2.2500 -1.1972 -0.2508
C 2.9730 1.1908 2.0618
C -3.3989 1.3185 -1.3626
C 1.5918 1.2910 1.8489
C -1.0273 -2.9589 -1.2962
C 4.8070 1.6469 3.5272
C 3.7772 0.6098 1.0789
C 1.8414 0.2471 -0.2808
C -2.1944 -2.5337 -0.4079
C 5.0031 2.2868 4.8923
C -3.3102 -0.5345 0.4693
C 3.2032 0.1392 -0.0883
C -3.9101 0.5676 -0.3449
C 0.3293 -2.6517 -0.6332
C 1.0296 0.8221 0.6817
C -4.4252 2.2246 -1.7333
C -5.4748 1.9585 -0.9131
H -2.9221 -0.1283 1.4165
H 6.0569 2.2799 5.1548
H 4.6458 3.3125 4.8762
H 5.1604 0.6073 3.5397
H -0.0297 0.9077 0.4982
H -1.0993 -2.4022 -2.2321
H -6.4523 2.3900 -0.8302
H 5.3657 2.2026 2.7626
H 0.9893 1.7463 2.6183
H -4.3790 2.9666 -2.5035
H 4.4440 1.7371 5.6441
H -2.4246 1.2392 -1.8017
H -1.6236 -0.6211 -0.8041
H -1.1231 -4.0233 -1.5096
H 4.8430 0.5233 1.2142
H 1.4656 -2.5475 -2.3724
H 0.7683 -3.5656 -0.2247
H -4.0719 -1.2826 0.7122
H 0.1998 -1.9456 0.1910
H 3.8031 -0.3055 -0.8655

## Properties
Net charge = 0
HOMO energy = -8.46 eV
SMILES = CCOc1ccc(S(=O)(=O)NCCC(=O)NCc2ccco2)cc1
Kohn-Sham gap = 8.99 eV
Energy relative to the best compared isomer or geometry (same formula, charge and spin) = 226.01 kJ/mol

Atomic partial charges in e from the Mulliken method, atoms 1 to 8:
1 S 1.229
2 O -0.349
3 O -0.692
4 O -0.735
5 O -0.641
6 O -0.392
7 N -0.317
8 N 0.171

---

Entry 4:
Formula: C3H12O4
Source: the OMol25 dataset
Level of theory: ωB97M-V/def2-TZVPD

Element x y z (Å)
O 0.1294 0.5210 -0.2010
O -0.5257 0.8034 2.2934
O 0.8886 -1.9589 1.8943
O 2.8235 0.0772 1.1139
C -0.4769 -0.1035 -1.2936
C -2.0552 0.2398 -3.1502
C -1.2931 0.7683 -1.9875
H -1.1189 1.8386 -1.8161
H -2.0687 -0.8346 -3.2839
H 0.3698 -1.2901 2.3144
H -1.8469 0.7325 -4.0891
H -1.4901 0.9679 2.1494
H 1.9363 0.0012 1.6112
H -0.2282 0.8082 1.3632
H -3.1904 0.5737 -2.8311
H 3.3713 -0.3940 1.8082
H -0.7980 -1.2465 -1.1874
H 1.1651 0.5990 -0.1761
H 0.3242 -2.7265 1.9200

## Properties
Net charge = 0
HOMO energy = -9.18 eV
SMILES = C/C=C/O.O.O.O
Kohn-Sham gap = 9.87 eV
Energy relative to the best compared isomer or geometry (same formula, charge and spin) = 208.14 kJ/mol

Atomic partial charges in e from the Mulliken method, atoms 1 to 8:
1 O -0.493
2 O -0.697
3 O -0.594
4 O -0.652
5 C -0.170
6 C -0.937
7 C -0.082
8 H 0.338

---

Entry 5:
Formula: C49H68Br2F12O13S
Source: the OMol25 dataset
Level of theory: ωB97M-V/def2-TZVPD

Element x y z (Å)
Br -7.2977 -2.8806 3.9858
Br -6.4836 -2.1207 0.7013
S -1.0525 -2.0953 -2.9336
F -3.4518 8.0376 7.5694
F 3.0604 5.5272 -5.9219
F -3.2320 4.1226 -6.9691
F -2.7878 2.0156 -7.1521
F -7.5923 0.7529 8.5124
F -1.8230 9.0151 6.5453
F -1.9846 9.1517 8.6974
F -6.3674 -0.5560 7.3071
F -4.6885 2.7794 -7.8324
F -5.4553 0.7181 8.7966
F 4.6508 4.1832 -5.3476
F 2.8338 4.2585 -4.1848
O -1.5603 -3.3874 -3.5140
O -1.7499 2.4695 2.9166
O 1.9049 -0.9627 1.7370
O -1.7250 2.8749 -9.5630
O -2.1940 -1.3079 -2.3512
O -3.5691 4.1402 -9.8724
O -0.4376 -1.1817 -4.2189
O 0.0162 7.3361 7.5799
O -1.6959 5.9678 8.1211
O -4.9765 1.8436 6.3913
O 1.3631 3.1589 -6.1595
O -7.1519 2.4509 6.3642
O 3.3098 2.5106 -7.1020
C -3.0964 4.5002 -11.1802
C 6.9512 0.2992 0.4066
C 7.8510 -2.0686 -0.5499
C -3.3692 3.0544 -7.7826
C 3.3282 -5.1498 1.8195
C -6.4215 0.6769 7.8547
C -4.6975 2.8070 5.3618
C -0.9870 -2.4221 1.2546
C -0.0305 2.1223 1.0825
C -4.3323 -2.4726 4.6378
C -5.0823 -2.1633 2.0866
C -0.6206 -0.9297 1.5011
C 4.4019 -5.8058 0.7830
C -2.1371 8.3100 7.6526
C -2.9104 -4.4596 1.1259
C 0.0040 -3.7477 -0.8118
C 0.2897 -2.4108 -1.6585
C -4.2664 -6.1282 -0.3421
C 0.6573 2.2064 -6.9717
C -3.1430 -0.3297 2.0780
C 6.9567 -3.4307 -0.4338
C 3.3134 4.2888 -5.4471
C -6.2604 1.7702 6.8009
C 5.7167 0.3152 -0.6264
C -3.4001 3.4037 -12.1824
C 0.9420 5.3645 6.5019
C 3.5522 1.6848 0.2651
C -4.5528 4.1967 5.9500
C -2.7738 3.3137 -9.1644
C 0.7502 0.8174 -6.3713
C -2.4780 -2.9252 1.4078
C -1.2831 7.0540 7.8071
C -1.2141 1.6867 2.0919
C -5.4249 -2.4697 3.4444
C 0.8791 -0.3501 1.3581
C -1.6908 0.1545 1.9110
C 2.6999 3.2059 -6.3313
C 0.9332 6.2423 7.7383
C -3.5328 -1.8373 1.8426
C 7.5318 -1.1587 0.7353
C 0.1044 -3.5037 0.7971
C -3.7172 -5.1123 2.3833
C 6.1934 -3.7884 -1.8170
C 2.0644 1.6097 -0.3249
C 4.1607 -5.1628 -0.6938
C 5.4643 -5.2276 -1.6340
C 0.9475 1.1365 0.7213
C 4.3491 0.2703 0.2169
C -3.7372 -4.6068 -0.2748
H -4.8339 -4.8842 2.3653
H 5.3536 -3.0242 -1.9345
H -3.1127 3.7112 -13.1897
H -3.6245 5.4128 -11.4647
H 6.8957 -3.8429 -2.7143
H 3.7340 -4.1108 -0.5450
H -5.4647 2.7756 4.5830
H 3.6315 -0.4571 -0.3309
H 3.6317 -5.3031 2.9142
H 5.4743 -5.6343 1.1387
H -4.5465 -3.8141 -0.3968
H -0.0370 3.1850 0.6715
H -4.0949 -1.3984 4.9969
H -5.4890 4.5342 6.4008
H 4.1435 2.3873 -0.4420
H 0.4018 0.8237 -5.3357
H 7.7259 1.0456 0.0265
H 6.5473 0.7226 1.4058
H 3.3076 -5.7893 -1.1545
H -0.9515 -4.2954 -1.1028
H 5.6931 -0.6083 -1.3239
H 7.6333 -4.2930 -0.0948
H 6.1741 -6.0442 -1.2727
H -2.0298 4.7401 -11.1546
H 0.8708 -4.4716 -1.0663
H 1.2540 -2.5545 -2.2829
H -3.0277 -4.4782 -1.1803
H -2.8645 2.4841 -11.9358
H -4.4663 3.1629 -12.1757
H 1.7829 0.4616 -6.3571
H 1.6963 4.5802 6.5907
H -3.9364 0.4270 2.3766
H 2.2558 -5.4936 1.6171
H -3.4887 -6.8145 0.1652
H -4.2625 4.9138 5.1795
H -5.2753 -6.1956 0.1910
H 4.2301 -6.9382 0.7845
H 1.1531 5.9604 5.6102
H -0.0288 -4.5250 1.3221
H -4.8111 -2.9869 5.5552
H 1.9230 6.6809 7.8830
H 5.7704 1.2382 -1.2961
H 0.1484 0.1082 -6.9438
H -4.3307 -6.4011 -1.4620
H 0.7006 5.6685 8.6396
H 8.9633 -2.3567 -0.6497
H -3.7552 2.5066 4.8971
H 6.8552 -1.6703 1.5151
H -3.1796 -4.7675 3.3285
H -1.9899 -5.1463 0.9862
H 3.3352 -4.0116 1.6019
H 8.5412 -0.9998 1.2790
H 3.6142 2.1957 1.2994
H -3.7987 4.2017 6.7413
H 5.0885 -5.5477 -2.6820
H 2.0640 0.8366 -1.1825
H 1.7191 2.5982 -0.8158
H 0.4703 -1.4808 -1.0229
H -0.0307 4.8923 6.3460
H 1.1824 -3.1905 0.9930
H 4.4552 -0.1507 1.2764
H 1.0234 2.2270 -8.0017
H -0.3862 2.5249 -6.9955
H 7.5787 -1.5640 -1.5506
H -3.5214 -6.2499 2.3100
H -3.3444 -2.9521 4.3323
H -1.2130 -0.8803 -4.7470
H 6.1270 -3.3322 0.3585

## Properties
Net charge = 0
HOMO energy = -9.11 eV
SMILES = CCCCCCCCCCCCCC1=CC(=O)c2cc(/C(Br)=C(\C)Br)c([C@@H](C)CC)c(CCCS(=O)(=O)O)c2C1=O.CCOC(=O)C(F)(F)F.CCOC(=O)C(F)(F)F.CCOC(=O)C(F)(F)F.CCOC(=O)C(F)(F)F
Kohn-Sham gap = 7.67 eV

Atomic partial charges in e from the Mulliken method, atoms 1 to 8:
1 Br -0.128
2 Br -0.087
3 S 1.154
4 F -0.237
5 F -0.253
6 F -0.266
7 F -0.230
8 F -0.250

---

Entry 6:
Formula: C3H6N2O
Source: the OMol25 dataset
Level of theory: ωB97M-V/def2-TZVPD

Element x y z (Å)
O 2.2238 -1.4325 0.0931
N 0.6301 1.6545 -0.0745
N -0.3045 -0.5493 -0.2624
C -1.6829 -0.2541 0.0540
C 2.0482 -0.2363 0.0607
C 0.6831 0.3766 -0.1150
H -2.2022 0.2507 -0.7688
H -1.7487 0.3810 0.9483
H 0.0199 -1.5027 -0.1766
H -2.2042 -1.1912 0.2592
H -0.3220 2.0014 -0.2027
H 2.8594 0.5019 0.1846

## Properties
Net charge = 0
HOMO energy = -9.52 eV
SMILES = [H]/N=C(/C=O)NC
Kohn-Sham gap = 9.81 eV
Energy relative to the best compared isomer or geometry (same formula, charge and spin) = 121.25 kJ/mol

Atomic partial charges in e from the Mulliken method, atoms 1 to 8:
1 O -0.516
2 N -0.678
3 N -0.190
4 C -0.999
5 C 0.116
6 C 0.404
7 H 0.279
8 H 0.336

---

Entry 7:
Formula: C41H82As3IN8O7RbS2Si2Te
Source: the OMol25 dataset
Level of theory: ωB97M-V/def2-TZVPD

Element x y z (Å)
I 1.6791 -6.5039 -1.1953
Te 0.1345 -0.4156 -3.5511
Rb -0.2164 -0.0638 -0.0038
As -0.3553 3.4689 -0.3859
As 2.1632 7.2060 3.8194
As 0.6309 2.0621 3.0506
S 2.4966 -6.0910 3.8679
S -0.7064 -3.1408 1.6188
Si -2.7550 -1.2832 -5.0652
Si 2.1577 1.2024 -5.6947
O 1.9184 0.5884 -1.4363
O 3.9131 -2.6733 5.6561
O 1.9251 -1.9101 6.0059
O 2.4511 -5.1827 4.9875
O -0.4938 -2.9871 -2.2258
O 3.2007 1.9610 -0.2299
O 2.9822 -7.4379 4.0698
N -3.3316 -2.6362 0.9423
N -2.7981 -4.7607 1.5346
N 2.7986 -2.3487 5.2813
N 3.3363 -2.8933 2.9030
N -2.7446 0.8243 -1.2224
N 1.6361 -3.5798 -2.6486
N -3.0304 -1.4822 0.2832
N 1.9187 -1.5037 1.9015
C 0.9753 4.6783 0.4419
C 3.4918 1.3454 -4.3999
C 1.8998 1.5441 4.4651
C 0.1933 3.9508 -2.2145
C -4.2044 -5.0991 1.6766
C 2.8985 -2.3616 1.7269
C -5.0055 1.3707 -0.6986
C -0.7673 2.6105 4.3229
C 2.5420 -2.3092 3.8753
C 0.9601 4.9428 1.9579
C 1.5755 3.7739 2.7471
C -3.8538 0.6028 -0.5082
C 0.4134 -3.7872 -2.1180
C -3.5089 -1.7162 -3.4176
C 2.2996 2.6404 -6.8922
C 0.8836 -6.1713 3.1497
C 2.3868 -0.3912 -6.6529
C 3.5228 -5.3537 2.5803
C -3.1263 0.4935 -5.5302
C -5.0180 2.3466 -1.6796
C 0.5020 8.2591 3.8199
C -4.7930 -4.6745 3.0172
C 1.6865 6.0598 5.3429
C 4.3144 1.1086 -0.5075
C 1.6698 -1.4856 3.2386
C 4.2094 -4.0553 3.0023
C -2.7704 1.7668 -2.1549
C 3.4606 -2.7096 0.3916
C -0.1127 -6.6817 4.1852
C 0.1111 -5.0562 -1.3528
C -3.8805 -0.5307 0.4526
C -3.8795 2.5483 -2.4389
C -0.4596 5.2657 2.4274
C -3.5159 -2.3760 -6.3930
C 1.8882 6.1668 2.1520
C -4.9836 -0.5825 1.4725
C 0.4609 1.2216 -4.9227
C 1.9366 1.6200 -0.7597
C -2.3801 -3.4579 1.2969
C -1.8533 4.8169 -0.4590
C -0.9132 -1.5725 -5.0409
H 2.5012 3.4662 2.2500
H -3.6828 -2.7930 -3.3422
H 4.9911 1.1808 0.3441
H -1.0961 -6.7724 3.7241
H 0.7453 5.5311 5.2116
H 0.1803 -7.6583 4.5703
H 0.3917 8.7570 2.8564
H -1.4881 5.8460 -0.4144
H 3.2134 -3.7330 0.0959
H -2.5669 4.6588 0.3505
H 3.9929 0.0779 -0.6473
H 4.2651 -6.1226 2.3683
H -1.6730 2.9255 3.8088
H -2.3838 4.6816 -1.4020
H 1.9481 4.2775 0.1459
H 1.8456 4.1227 3.7421
H 2.1450 -1.2491 -6.0202
H -0.4999 5.4289 3.5034
H -1.8471 1.8948 -2.7102
H -5.8876 1.1839 -0.1030
H -0.7182 -2.6148 -4.7778
H 4.5474 -2.6030 0.3732
H 1.8127 -2.6617 -3.0411
H 3.4221 -0.4958 -6.9876
H 0.2817 2.1518 -4.3803
H 1.5983 6.7279 6.2011
H -4.2010 0.6858 -5.4689
H -0.6146 3.7221 -2.9110
H 4.8324 1.4369 -1.4118
H -0.8370 6.1621 1.9303
H -5.1195 0.3932 1.9445
H -4.6715 -3.5992 3.1480
H -2.1690 -5.2335 2.1656
H -5.9386 -0.8758 1.0239
H 2.8954 5.8842 1.8347
H -0.1680 -4.7728 -0.3349
H 0.8341 5.6286 -0.0814
H 4.4586 1.0451 -4.8137
H -1.1401 4.4471 2.1920
H 2.0645 2.3914 5.1330
H 0.6232 -5.1626 2.8108
H 1.0859 3.3925 -2.4914
H 0.8915 -0.8887 3.6777
H -2.8575 -1.4365 -2.5862
H -0.3767 7.6437 4.0029
H -3.3222 -3.4302 -6.1754
H 3.2632 0.7073 -3.5416
H -5.8580 -4.9135 3.0713
H 1.7416 -0.4298 -7.5352
H -0.3156 1.1318 -5.6861
H 2.1558 3.5892 -6.3682
H 1.5741 6.9598 1.4644
H -2.6247 1.1893 -4.8561
H -4.2997 -6.1795 1.5429
H 2.8502 1.2498 4.0185
H 2.3979 -4.2060 -2.4597
H 3.2835 2.6663 -7.3688
H 5.0608 -3.8801 2.3446
H 2.8933 -5.2165 1.6998
H -0.4412 -1.3764 -6.0067
H 0.5713 9.0231 4.5943
H -4.5999 -2.2407 -6.4465
H 0.3946 5.0227 -2.2652
H -1.0020 1.7339 4.9285
H -4.7371 -1.3195 2.2303
H -4.4672 -1.2057 -3.2814
H -5.9095 2.9378 -1.8511
H -3.0992 -2.1548 -7.3795
H -2.7987 0.7141 -6.5505
H -0.7237 -5.5608 -1.8288
H -0.4240 3.4099 4.9814
H -0.1861 -5.9836 5.0178
H 2.4790 5.3428 5.5515
H 3.0244 -2.0279 -0.3368
H -3.8403 3.2953 -3.2208
H -4.7410 -4.6119 0.8655
H -4.2881 -5.1800 3.8440
H 4.5731 -4.1220 4.0226
H 1.5443 2.5750 -7.6801
H 1.5163 0.7071 5.0478
H 0.9738 -6.8389 2.2932
H 3.5841 2.3696 -4.0279

## Properties
Net charge = -1
HOMO energy = -4.46 eV
Kohn-Sham gap = 6.11 eV
Energy relative to the best compared isomer or geometry (same formula, charge and spin) = 301.79 kJ/mol

Atomic partial charges in e from the Mulliken method, atoms 1 to 8:
1 I -0.135
2 Te -0.616
3 Rb 0.478
4 As 1.293
5 As 0.302
6 As 0.882
7 S 1.271
8 S -0.224

---

Entry 8:
Formula: C8H26O6
Source: the OMol25 dataset
Level of theory: ωB97M-V/def2-TZVPD

Element x y z (Å)
O -0.9999 2.3293 -3.4024
O 3.1580 -3.5794 -0.2762
O -1.9564 2.8768 -0.1843
O 2.1109 -3.1921 2.2767
O -2.9755 0.4158 -2.9109
O -3.8827 0.9063 -0.3497
C -1.1016 -2.1408 1.6545
C -0.2414 0.3570 0.1169
C 0.5251 0.8251 2.4769
C -0.2492 0.1443 1.6314
C 2.7365 1.2375 -0.1989
C 0.9344 -0.4968 -0.5010
C 1.9243 0.4213 -1.2431
C -1.1436 -0.9056 2.1805
H 1.2043 1.6421 2.2817
H 0.3818 -1.1337 -1.2204
H -0.1385 1.9451 -3.5483
H -3.2553 0.2829 0.0118
H 1.3762 1.0660 -1.9231
H -1.8980 -0.7712 2.9530
H 2.8656 0.6182 0.6906
H -3.9033 0.6379 -1.2963
H -1.6880 -2.8706 2.2179
H -0.9619 2.8627 -2.6012
H 3.0200 -2.9988 0.4966
H -0.0892 1.4089 -0.1219
H -2.1953 1.0029 -2.9265
H -1.6808 2.6440 0.7257
H 2.5568 -0.2773 -1.7987
H 2.2496 -3.7393 -0.5551
H 2.2052 -2.3027 2.6737
H 3.6699 1.6021 -0.6501
H 1.4256 -1.1570 0.2267
H -1.1677 0.0424 -0.3556
H 2.2819 2.2197 -0.1424
H 1.3026 -3.4265 2.7672
H 0.4958 0.6212 3.5685
H -0.3227 -2.2846 0.9175
H -2.8320 2.4088 -0.2757
H -3.7417 0.7581 -3.3859

## Properties
Net charge = 0
HOMO energy = -9.47 eV
SMILES = C=CC(=C)CCCC.O.O.O.O.O.O
Kohn-Sham gap = 9.89 eV
Energy relative to the best compared isomer or geometry (same formula, charge and spin) = 74.05 kJ/mol

Atomic partial charges in e from the Mulliken method, atoms 1 to 8:
1 O -0.734
2 O -0.619
3 O -0.663
4 O -0.640
5 O -0.733
6 O -0.737
7 C -0.955
8 C 0.029

---

Number 1: E_tot -384.7146 Eh. Number 2: E_tot -970.1663 Eh. Number 3: E_tot -1505.5766 Eh. Number 4: E_tot -422.3822 Eh. Number 5: E_tot -9630.2661 Eh. Number 6: E_tot -302.6469 Eh. Number 7: E_tot -11248.6822 Eh. Number 8: E_tot -771.7749 Eh.